# C6H8N2O

The molecule C6H8N2O at a distorted geometry (the ωB97M-V functional and the def2-TZVPD basis, the OMol25 dataset).

```
! RIJCOSX wB97M-V def2-TZVPD def2/J DEFGRID3
* xyz 0 1
H -2.98634 1.54784 1.96558
N -2.28985 0.84672 1.59557
C -1.36041 1.43582 0.87763
N -0.29704 0.71002 0.35311
C 0.64927 1.25900 -0.58552
C 1.43914 0.51935 -1.34351
O 1.60743 -0.89516 -1.26590
C 0.94973 -1.22661 -0.06772
C -0.18962 -2.10149 0.44257
C -0.36801 -0.65521 -0.04212
H -1.23454 2.56789 0.65532
H 0.75937 2.36947 -0.66708
H 2.12553 0.99757 -2.08095
H 1.56134 -0.90549 0.76157
H -0.16682 -2.37934 1.51863
H -0.78562 -2.67659 -0.23854
H -0.74467 -0.64234 -1.11607
*
```

Calculated values
energy above the lowest of the compared OMol25 structures with the same formula, charge and spin	397.5	kJ/mol
HOMO energy	-8.2	eV
orbital gap	9.22	eV